{
  "formula": "C47H63F4IN6O8PS2",
  "method": "ωB97M-V/def2-TZVPD",
  "elements": ["C", "H", "H", "H", "H", "H", "C", "H", "H", "O", "S", "O", "C", "C", "H", "H", "C", "C", "H", "H", "H", "C", "C", "C", "H", "H", "N", "H", "H", "C", "C", "H", "C", "H", "F", "H", "H", "H", "N", "C", "H", "C", "C", "H", "C", "H", "F", "C", "O", "N", "C", "F", "H", "C", "H", "C", "H", "N", "C", "C", "H", "C", "O", "H", "H", "H", "H", "H", "H", "H", "C", "H", "C", "H", "H", "C", "S", "C", "H", "C", "H", "C", "H", "H", "O", "C", "O", "H", "C", "C", "P", "C", "H", "H", "H", "C", "C", "C", "C", "H", "O", "H", "H", "C", "H", "H", "O", "C", "F", "C", "H", "H", "H", "H", "H", "N", "H", "C", "C", "C", "H", "C", "H", "C", "C", "C", "H", "H", "I", "H", "H", "N"],
  "positions_angstrom": [[-0.606, 1.288, 0.330], [-4.224, 0.609, -0.891], [-6.860, 2.158, 3.529], [2.810, -10.288, -2.943], [-0.994, 6.171, 0.763], [-6.699, 0.316, 5.186], [4.243, -3.234, -0.599], [1.350, -0.774, -7.037], [6.282, -7.756, -2.677], [-0.407, -4.470, -0.885], [-1.877, -2.302, -3.210], [-0.101, -6.273, 0.135], [-0.606, -1.889, -0.820], [3.441, 5.381, 2.269], [2.367, -6.027, -2.511], [-4.653, -4.108, -2.121], [-3.544, 1.479, 3.285], [2.235, -1.440, -6.598], [-1.784, 1.319, 0.523], [1.512, -0.715, 1.209], [2.547, -3.742, 1.442], [3.844, -2.079, 0.542], [3.010, 4.155, 2.764], [2.163, 8.715, 5.537], [0.410, 1.266, -1.692], [1.781, 8.162, 6.391], [3.993, -2.948, -6.339], [-1.635, -1.135, 1.200], [0.673, 3.108, -0.535], [2.426, -8.177, -2.738], [0.041, 2.796, 0.405], [-0.356, -2.609, 2.881], [3.162, 10.130, 3.345], [3.401, -2.660, 2.728], [4.919, -5.558, -2.456], [-4.812, 2.915, 2.318], [3.484, -1.081, 0.030], [-3.570, -0.541, -4.097], [-3.787, -0.332, -0.973], [0.316, -3.232, -1.214], [-0.159, 0.679, 1.224], [-5.902, 1.681, 3.721], [3.219, 10.692, 4.620], [5.400, -3.433, -0.657], [-6.696, -4.605, -3.035], [-7.807, -4.402, -2.652], [2.541, 8.333, 1.950], [-4.762, 2.105, 3.038], [-5.614, -1.957, -1.478], [-1.621, 0.622, -2.020], [5.708, 4.795, 2.865], [1.707, 3.846, 2.715], [-3.026, 6.592, -0.490], [-4.639, -1.504, -0.458], [-3.247, -1.993, -5.260], [0.114, -2.566, 1.785], [-4.410, -2.288, -3.787], [-1.947, -1.864, -1.540], [-3.447, -1.703, -4.120], [4.797, 5.705, 2.325], [5.977, 2.856, 3.771], [2.992, -6.909, -2.602], [-0.685, -1.617, -3.933], [1.658, 7.179, 4.101], [-2.242, 3.447, 0.642], [-5.674, -5.401, -1.035], [5.143, 6.664, 1.948], [-1.867, -2.940, 0.746], [-3.289, 4.746, -0.761], [-4.010, -2.363, 0.025], [-1.081, 5.288, -0.034], [4.869, -1.840, 1.101], [2.721, 9.982, 5.715], [2.720, 6.072, 1.846], [-2.485, -0.034, 4.376], [-4.583, 0.025, 4.896], [4.947, -2.578, -3.407], [2.097, 8.158, 4.259], [-6.007, -3.312, 0.254], [-1.056, -2.062, 0.783], [0.802, 2.823, 1.324], [-0.374, 0.543, -1.150], [-0.158, 5.381, -0.756], [-2.295, 5.711, -2.041], [0.272, -0.756, -1.076], [-5.810, 0.643, 4.651], [-0.951, 3.347, -2.605], [0.370, -3.704, 1.533], [-1.153, 3.872, 0.799], [4.376, -6.776, -2.582], [-2.276, 2.249, -2.163], [1.462, -1.662, 1.887], [-7.483, -3.046, -0.936], [5.280, -10.031, -2.892], [3.547, 2.297, 3.693], [3.252, -9.299, -2.842], [5.266, 3.565, 3.355], [-5.718, -4.451, -1.717], [3.920, -2.273, -4.986], [2.943, -3.725, -2.483], [2.806, -1.339, -5.224], [0.700, -3.187, -2.344], [-1.083, 4.139, 1.960], [4.640, -9.156, -2.815], [3.649, 11.680, 4.761], [2.769, 10.418, 6.711], [-1.866, -3.859, -3.480], [3.647, -2.848, -2.085], [-2.450, 1.883, 2.626], [2.812, -2.629, 1.690], [3.752, -4.285, -0.317], [6.766, 5.046, 2.905], [2.967, -1.902, -1.940], [-4.513, -0.780, 5.623], [-0.219, 2.839, -3.063], [0.495, -5.447, -0.577], [-5.299, -1.050, 0.428], [-2.537, -0.436, -1.509], [3.909, 3.245, 3.309], [-6.295, -3.130, -0.870], [1.346, -8.291, -2.762], [2.600, 8.870, 3.176], [3.551, 10.664, 2.483], [-2.476, 5.612, -0.887], [-3.445, 0.441, 4.205], [5.205, -7.887, -2.690], [-6.475, -3.773, -3.845], [1.333, -3.267, -0.589], [-3.863, 2.505, -4.050], [-6.561, -5.700, -3.450], [1.549, -1.265, 3.010], [3.065, -2.515, -7.312]],
  "atomic_forces_ev_per_a": [[-0.574, -0.315, 0.055], [0.527, -0.813, -0.224], [0.206, -0.046, 0.034], [0.093, 0.201, 0.016], [-0.001, -1.946, -1.803], [0.191, 0.077, -0.096], [-0.332, -0.382, -0.283], [2.285, -1.571, 1.600], [-0.111, 0.031, 0.005], [0.423, 2.039, -0.523], [3.196, -3.683, -7.100], [2.760, 2.683, -3.000], [1.215, -1.636, 2.444], [-0.208, -0.098, -0.048], [0.075, -0.076, -0.038], [-2.038, -1.108, 1.197], [-1.086, -0.426, 0.703], [4.899, -4.053, 0.503], [2.575, 0.072, -0.374], [-0.202, -2.018, 0.998], [0.205, 2.097, 0.462], [1.519, -0.456, 0.281], [1.653, 0.400, 0.071], [0.168, 0.295, -0.257], [-1.579, -2.016, 1.060], [0.054, 0.085, -0.189], [-0.615, 1.705, 3.026], [1.282, -1.432, -0.931], [-1.553, -0.642, 1.642], [0.451, -0.082, 0.020], [-0.222, 0.129, 1.453], [0.814, 0.075, -2.495], [0.004, -0.041, -0.096], [-1.364, 0.034, -2.322], [0.142, 0.230, 0.064], [0.045, -0.021, 0.076], [0.595, -2.074, 0.989], [0.293, -2.183, 0.255], [1.907, -0.697, -1.273], [1.717, 0.775, -0.848], [-0.787, 0.826, -2.047], [0.292, -0.303, 0.155], [-0.197, -0.432, 0.070], [-2.271, 0.548, 0.171], [-0.180, -0.173, 0.865], [2.325, -0.804, -1.054], [-0.042, -0.076, -0.415], [0.076, 0.001, -0.140], [1.355, 0.021, 2.634], [-2.152, -3.740, 1.651], [-0.073, 0.028, -0.020], [-0.464, 0.022, 0.258], [1.395, -2.098, -0.951], [-1.817, 0.060, 1.274], [0.068, 0.454, 2.724], [-0.470, -0.341, 0.749], [2.081, 1.265, -0.260], [-0.498, 3.158, -0.395], [-0.825, 0.063, -0.888], [-0.016, -0.437, 0.186], [-0.169, 0.123, -0.057], [0.098, 0.056, -0.006], [-3.965, -1.613, 3.089], [0.061, 0.076, -0.010], [2.335, 0.580, 0.206], [-0.104, 1.830, -1.484], [-0.127, -0.164, 0.055], [1.808, 1.840, 0.060], [1.816, 1.703, -0.161], [-0.784, 1.699, -1.497], [-0.643, 1.086, 0.377], [-2.261, -0.281, -1.278], [0.016, 0.011, -0.063], [0.099, -0.117, 0.070], [-0.043, 0.093, 0.006], [-0.139, 0.264, -0.262], [-2.087, 0.772, -1.561], [-0.002, -0.038, -0.103], [-0.531, 0.822, -2.006], [-0.815, -1.053, -0.244], [-1.790, -0.302, -2.395], [3.038, 2.078, 0.980], [-1.813, -0.405, 1.502], [-0.235, -0.054, 2.267], [-2.611, 0.100, -0.601], [-0.006, 0.036, -0.056], [-1.033, -3.826, -0.097], [-0.491, 2.641, 0.461], [0.013, 0.935, 0.117], [-0.486, -1.194, -0.134], [0.693, 3.405, 0.662], [0.970, -0.593, 1.303], [2.770, 0.122, -0.034], [-0.096, 0.200, 0.000], [0.003, 0.078, -0.029], [-0.045, 0.079, 0.013], [-0.170, 0.326, -0.175], [-0.603, 1.699, -0.671], [-3.224, -0.593, -6.787], [1.639, 1.892, 0.885], [-0.149, -0.625, -1.620], [-1.392, -0.095, 2.318], [-0.040, -0.765, -2.587], [-0.320, 0.290, 0.025], [-0.067, -0.195, -0.068], [-0.011, -0.093, -0.201], [-0.436, 5.833, 2.333], [-2.138, -0.564, 0.442], [0.270, 0.057, -0.063], [0.485, 0.525, 0.263], [1.103, 2.322, -0.498], [-0.216, -0.057, -0.001], [1.429, -1.690, -0.573], [0.022, 0.157, -0.149], [-0.995, 0.911, 0.362], [-2.953, -3.201, 3.407], [1.673, -0.658, -1.806], [0.413, -0.072, 0.260], [-0.147, -0.040, -0.032], [0.088, -2.292, -0.098], [0.192, 0.056, 0.016], [0.061, 0.569, 1.263], [-0.062, -0.074, 0.059], [-0.697, -0.133, 0.093], [0.094, 0.004, -0.093], [0.033, 0.084, 0.030], [-0.281, -1.878, 1.643], [-2.425, 0.667, -1.080], [0.603, -0.585, 0.013], [-0.504, 2.445, 0.539], [-0.364, -0.725, -2.511], [-1.563, 4.353, 6.349]],
  "mulliken_charge": [0.16, 0.41, 0.40, 0.36, 0.30, 0.40, -0.59, 0.30, 0.42, -0.07, 1.12, -0.42, 0.61, -0.48, 0.28, -0.10, 0.39, 0.02, -0.06, -0.19, 0.33, -0.43, 0.44, -0.50, 0.37, 0.35, -0.25, 0.05, 0.44, -0.57, -0.09, 0.44, -0.47, 0.43, -0.12, 0.49, 0.21, -0.06, 0.39, -0.72, 0.00, -0.54, -0.43, 0.54, -0.89, 0.27, -0.31, -0.38, -0.39, 1.13, -0.55, -0.34, 0.29, -0.44, 0.46, -0.88, 0.01, 0.73, -0.27, -0.46, 0.38, 0.24, -0.61, 0.44, -0.10, 0.36, 0.40, 0.28, 0.12, 0.25, -0.28, 0.31, -0.43, 0.63, 0.46, -0.56, -0.02, -0.08, 0.24, -0.47, -0.17, -0.29, 0.23, 0.18, -0.12, -0.53, -0.46, 0.26, -0.16, 0.10, -0.06, 0.07, 0.39, 0.37, 0.46, -0.48, -0.45, 0.07, 0.35, -0.25, -0.20, 0.67, 0.37, -0.47, 0.36, 0.36, -0.67, -0.11, -0.10, -0.94, 0.12, 0.37, 0.29, 0.39, 0.34, 0.13, 0.43, -1.42, -0.46, -0.55, 0.37, 0.30, 0.41, -0.81, -0.45, -0.50, 0.20, -0.46, -0.09, 0.30, 0.48, -0.28],
  "gap_ev": 5.29,
  "e_lumo_ev": -4.947,
  "total_charge": 1
}

{
  "formula": "H24O12",
  "method": "ωB97M-V/def2-TZVPD",
  "elements": ["O", "H", "H", "H", "H", "O", "H", "H", "O", "H", "O", "H", "H", "O", "O", "H", "O", "H", "H", "H", "H", "H", "H", "H", "O", "O", "O", "H", "H", "O", "H", "H", "H", "H", "O", "H"],
  "positions_angstrom": [[-1.791, -2.173, -0.812], [2.892, -3.274, -0.387], [-0.123, -1.646, 2.060], [-0.034, 1.597, 3.080], [0.668, 0.394, 2.759], [-1.390, 2.526, 2.344], [-2.705, -0.716, 2.334], [-1.849, -1.886, -0.008], [2.566, -0.012, -0.162], [-2.434, -2.177, 2.795], [-0.178, 0.412, -0.169], [-2.856, -1.971, -0.951], [0.506, -0.175, -0.584], [-2.053, -1.521, 2.144], [0.839, 1.151, 3.217], [1.063, -1.904, -2.828], [0.870, 2.755, -1.640], [-2.319, 2.754, 2.513], [0.008, 3.388, -1.657], [0.695, 2.031, -0.969], [2.954, 0.200, -1.057], [2.560, 0.836, 0.414], [-3.106, 1.741, -2.234], [-0.090, -1.599, -2.033], [2.099, -2.807, 0.107], [1.690, 0.809, -3.455], [-2.531, 0.990, -2.199], [-1.937, 1.000, -1.480], [1.921, -1.835, -0.091], [0.762, -1.231, -2.124], [1.276, 1.444, -3.012], [-0.273, 0.284, 0.757], [1.281, -0.036, -3.191], [-0.948, 3.469, 2.368], [0.788, -1.398, 2.478], [1.165, -1.417, 1.682]],
  "atomic_forces_ev_per_a": [[-4.657, -1.688, -7.850], [-2.520, 2.429, 1.326], [1.466, 0.449, 2.136], [1.116, -0.046, 0.534], [-0.016, -4.053, -1.571], [0.496, 3.270, -0.005], [2.291, -2.324, -0.776], [0.759, 2.616, 8.264], [0.572, 2.103, 0.264], [0.867, 0.713, -1.067], [0.014, 0.272, -2.002], [4.005, -1.001, -0.589], [-0.633, 0.614, 0.958], [-3.297, 1.599, 1.696], [-0.726, 4.322, 1.501], [0.140, 1.480, 1.622], [-2.978, 1.505, 0.781], [0.280, -0.251, -0.006], [3.110, -2.600, 0.251], [-0.316, 1.144, -0.825], [-0.654, 0.079, 1.371], [0.185, -2.027, -1.663], [-0.099, 0.655, 0.384], [-2.543, -0.339, 0.932], [1.183, -0.694, -0.934], [3.143, -4.703, -3.286], [-0.866, -1.143, -1.766], [1.076, 0.364, 1.488], [1.556, -1.951, -0.527], [1.901, -2.118, -2.359], [-2.833, 4.422, 2.981], [0.321, -0.340, 1.136], [0.054, 1.017, -0.073], [-1.059, -2.825, -0.142], [-5.417, -0.701, 2.598], [4.080, -0.246, -4.782]],
  "mulliken_charge": [-0.60, 0.28, 0.40, 0.39, 0.31, -0.65, 0.32, 0.22, -0.61, 0.29, 0.14, 0.36, 0.10, -0.65, -0.62, 0.34, -0.72, 0.28, 0.32, 0.36, 0.31, 0.32, 0.28, 0.23, -0.67, -0.67, -0.63, 0.27, 0.36, -0.62, 0.33, -0.09, 0.41, 0.33, -0.72, 0.30],
  "gap_ev": 9.83,
  "e_above_lowest_kj_mol": 443.0,
  "smiles": "O.O.O.O.O.O.O.O.O.O.O.O",
  "e_lumo_ev": -0.485,
  "total_charge": 0
}

{
  "formula": "CH5FOP2",
  "method": "ωB97M-V/def2-TZVPD",
  "elements": ["P", "P", "H", "C", "H", "H", "H", "H", "O", "F"],
  "positions_angstrom": [[0.528, 0.448, 0.449], [2.223, -0.760, -0.084], [-2.097, 0.780, -0.622], [-1.914, -0.145, 0.029], [2.829, -0.726, 1.137], [-2.456, -1.075, -0.382], [-2.042, 0.015, 1.039], [2.992, 0.285, -0.528], [-0.606, -0.528, -0.200], [0.542, 1.707, -0.838]],
  "atomic_forces_ev_per_a": [[-1.087, 2.445, -1.496], [-0.080, -1.375, -1.472], [-0.371, -1.241, 1.093], [-1.541, -0.702, -4.072], [0.251, 0.095, 1.233], [-0.016, 1.845, 0.897], [-0.896, 0.473, 2.194], [0.410, 0.820, -0.427], [3.064, -0.136, 0.059], [0.266, -2.223, 1.993]],
  "mulliken_charge": [0.36, -0.12, 0.24, -0.60, 0.07, 0.18, 0.34, 0.09, -0.17, -0.40],
  "gap_ev": 9.75,
  "e_above_lowest_kj_mol": 39.3,
  "smiles": "COP(F)#[PH2]",
  "e_lumo_ev": 0.590,
  "total_charge": 0
}